No. 1
Computed, not measured: 3 unconnected molecules or ions with the total composition C3H12N2O3, with ωB97M-V/def2-TZVPD.

```
20
Properties=species:S:1:pos:R:3:nbo_charge:R:1
C -0.94436 1.20144 0.25628 0.319
C -2.47229 -1.10885 0.25192 -0.235
O -1.11486 -1.01268 0.29454 -0.838
O -0.35613 2.37594 0.14817 -0.619
H 0.26491 2.51191 0.88036 0.502
H -1.06312 0.77668 1.24127 0.212
H -1.60125 1.03112 -0.58100 0.199
H -2.96100 -0.08345 0.23660 0.108
H -2.92205 -1.57387 1.14534 0.157
H -2.86791 -1.60072 -0.65369 0.153
C 1.87912 0.94253 -1.34836 -0.259
N 1.50904 -1.15857 -0.23888 -0.185
N 1.55869 -1.66590 1.01419 -0.636
O 1.34403 0.40088 -0.15565 -0.529
H 0.55167 -1.36962 -0.54807 0.395
H 2.42946 -1.45856 1.48157 0.354
H 0.70875 -1.50200 1.55229 0.370
H 1.71633 2.02193 -1.32305 0.181
H 1.38814 0.53077 -2.23742 0.171
H 2.95281 0.74103 -1.41643 0.180
```

gap between HOMO and LUMO = 0.3018 hartree
total energy = -12421.7559 eV
net charge = 0

No. 2
Computed, not measured: a gas-phase ion, C3H12N2O3PS (charge +1), with ωB97M-V/def2-TZVPD.

```
22
Properties=species:S:1:pos:R:3:nbo_charge:R:1
C 0.45529 -0.87578 -2.74273 -0.224
O 0.54699 -0.16156 -1.54081 -0.839
P -0.29440 -0.46426 -0.19106 2.377
O -1.39067 -1.43628 -0.21078 -1.030
O 0.92819 -0.71128 0.77044 -0.854
C 0.90074 -1.80331 1.73499 -0.268
C -0.79477 1.23077 0.22195 -0.275
N -1.56029 1.23711 1.66012 -0.830
N 0.50219 1.97370 0.29268 -0.751
S -1.75368 2.08686 -1.02152 0.003
H 0.43319 -0.27192 -3.51815 0.192
H -0.42953 -1.43987 -2.75292 0.202
H 1.38045 -1.58498 -2.81252 0.197
H 0.02075 -2.39825 1.56802 0.225
H 0.81733 -1.31295 2.81673 0.202
H 1.90206 -2.33035 1.68101 0.230
H -2.57673 1.37669 1.67928 0.409
H -1.62268 0.24230 1.92686 0.373
H 0.40447 2.98586 0.46075 0.475
H 1.03753 1.55241 -0.56049 0.493
H 0.87571 1.35673 1.06676 0.480
H -2.71331 1.29625 -1.62623 0.214
```

gap between HOMO and LUMO = 0.3861 hartree
total energy = -32545.5222 eV
net charge = +1
SMILES = COP(=O)(OC)[C@@](N)([NH3+])S

No. 3
Computed, not measured: 2 unconnected molecules or ions with the total composition C3H12N2OS, with ωB97M-V/def2-TZVPD.

```
19
Properties=species:S:1:pos:R:3:nbo_charge:R:1
N -0.13029 -1.45782 -0.57222 -0.818
C -0.68846 -0.47215 0.37882 -0.230
C -0.29575 0.96754 0.15762 -0.081
N -0.60914 1.41090 -1.21343 -0.850
C -1.03089 1.88678 1.13651 -0.508
S -0.02019 3.37393 1.45041 -0.060
H 0.28331 -0.93768 -1.34082 0.337
H 0.68976 -1.86322 -0.13494 0.355
H -1.77061 -0.56358 0.36535 0.186
H -0.40861 -0.80941 1.38275 0.198
H 0.78492 1.09060 0.31711 0.173
H -0.74989 0.64782 -1.85596 0.359
H 0.13115 1.99981 -1.56384 0.369
H -1.95100 2.20192 0.66346 0.235
H -1.24492 1.37525 2.08044 0.209
H -1.02978 4.20319 1.71926 0.126
O 2.42802 -4.61764 -0.85409 -0.934
H 2.28743 -3.98862 -1.56686 0.468
H 3.32493 -4.44760 -0.54956 0.467
```

gap between HOMO and LUMO = 0.3572 hartree
total energy = -19168.1645 eV
net charge = 0
SMILES = NC[C@@H](N)CS.O

No. 4
Computed, not measured: 2 unconnected molecules or ions with the total composition C3H12N2OS, with ωB97M-V/def2-TZVPD.

```
19
Properties=species:S:1:pos:R:3:nbo_charge:R:1
N -1.69682 2.13158 -0.74394 -0.816
C -0.84994 1.81303 0.43274 -0.227
C 0.12006 0.60222 0.22973 -0.067
N -0.42916 -0.41762 -0.61252 -0.880
C 0.44805 0.09602 1.66880 -0.492
S 2.15785 -0.66589 1.81796 -0.074
H -1.46127 1.43129 -1.44875 0.364
H -2.61408 1.75718 -0.50156 0.342
H -1.46492 1.71849 1.32929 0.183
H -0.16834 2.63383 0.68561 0.188
H 1.02126 0.96599 -0.26479 0.192
H -1.34410 -0.79582 -0.42246 0.366
H 0.17598 -1.18330 -0.88624 0.379
H -0.20090 -0.72321 1.95315 0.220
H 0.42748 0.95853 2.32737 0.211
H 2.54409 -0.16728 0.64704 0.109
O -1.46654 -2.42270 -3.84129 -0.947
H -0.80738 -1.76416 -3.51935 0.477
H -2.19424 -2.46860 -3.21246 0.470
```

gap between HOMO and LUMO = 0.3584 hartree
total energy = -19167.8920 eV
net charge = 0
SMILES = NC[C@H](N)CS.O

No. 5
Computed, not measured: 2 unconnected molecules or ions with the total composition C3H12N2Si, with ωB97M-V/def2-TZVPD.

```
18
Properties=species:S:1:pos:R:3:nbo_charge:R:1
H -5.58482 -0.94702 0.08544 0.379
N -4.67256 -1.14960 -0.27602 -1.350
Si -3.45953 -0.03863 -0.17920 1.664
N -2.05725 -0.52135 -1.17121 -1.328
H -2.84483 1.06395 0.59497 -0.198
H -1.58243 0.05130 -1.92652 0.422
H -2.37959 -1.52278 -1.41203 0.412
C 1.39150 1.61781 1.08236 -0.597
C 1.62900 0.06687 1.25884 -0.382
C 1.47653 -0.71883 -0.06666 -0.610
H 2.10523 1.97262 0.37153 0.195
H 0.49090 1.78207 0.61108 0.196
H 1.54610 1.99657 2.05744 0.208
H 2.59749 -0.06298 1.66210 0.190
H 0.92267 -0.26709 2.07338 0.190
H 1.74962 -0.04898 -0.96596 0.189
H 0.37286 -0.88609 -0.25609 0.219
H 1.84523 -1.62100 -0.16211 0.200
```

gap between HOMO and LUMO = 0.3493 hartree
total energy = -14161.9581 eV
net charge = 0
SMILES = [H]/N=[SiH]/N.CCC

No. 6
Computed, not measured: a molecular structure, C3H12N2Si, with ωB97M-V/def2-TZVPD.

```
18
Properties=species:S:1:pos:R:3:nbo_charge:R:1
C 1.19334 0.95607 -1.32384 -0.422
C 1.70092 0.27915 1.00081 -0.459
C -0.63676 -1.21152 1.03016 -0.436
N 0.80919 0.78638 0.06093 -0.311
N -0.73064 -0.21787 0.02154 -0.713
Si -2.36242 0.49308 -0.12214 1.073
H 1.74392 1.91017 -1.46840 0.202
H 1.95206 0.15398 -1.65512 0.166
H 0.20636 1.01224 -1.89478 0.226
H 1.29026 0.28419 2.14111 0.218
H 2.24207 -0.66771 0.82702 0.167
H 2.70181 0.94280 1.16075 0.225
H 0.29581 -1.66960 0.81235 0.210
H -0.69685 -0.80429 2.05995 0.168
H -1.59957 -1.82564 0.85273 0.209
H -2.62700 0.89062 1.31719 -0.184
H -2.57279 1.81442 -0.88895 -0.163
H -2.87390 -0.56402 -0.85807 -0.175
```

gap between HOMO and LUMO = 0.3251 hartree
total energy = -14158.8979 eV
net charge = 0

No. 7
Computed, not measured: 2 unconnected molecules or ions with the total composition C3H12N3, with ωB97M-V/def2-TZVPD.

```
18
Properties=species:S:1:pos:R:3:nbo_charge:R:1
C 2.05701 -0.42415 -0.98341 -0.428
C -1.85743 0.35140 -1.32934 -0.863
C 0.06814 0.27912 1.94752 0.366
N -1.08110 0.57455 1.52312 -0.737
N 0.99871 -0.23096 1.20732 -0.373
N 0.82499 -0.40654 -0.21145 -0.500
H 2.43290 0.53137 -1.23244 0.229
H 2.62965 -1.12401 -0.32562 0.189
H 1.92287 -1.14793 -1.81851 0.242
H -1.07726 0.84527 -0.96919 0.188
H -1.58904 0.07727 -2.41336 0.256
H -2.72022 1.04285 -1.35177 0.247
H -2.05280 -0.61100 -0.68600 0.202
H 0.37789 0.42420 3.01175 0.240
H -1.85441 0.91439 2.16000 0.458
H -1.18419 0.46190 0.47948 0.449
H 1.96829 -0.38101 1.54889 0.428
H 0.13602 -1.17674 -0.55701 0.404
```

gap between HOMO and LUMO = 0.3898 hartree
total energy = -7767.2498 eV
net charge = +1

No. 8
Computed, not measured: 2 unconnected molecules or ions with the total composition C3H12N3, with ωB97M-V/def2-TZVPD.

```
18
Properties=species:S:1:pos:R:3:nbo_charge:R:1
C 2.48335 0.00483 0.90536 -0.440
C -2.21751 -1.01287 -0.09859 -0.401
C 1.19638 0.57916 -0.94976 0.399
N 0.07835 1.02134 -1.62196 -0.716
N 1.18015 0.14875 0.29036 -0.519
N -1.91721 -0.15142 1.00829 -0.874
H 2.54143 0.16821 1.95289 0.247
H 2.84277 -0.98704 0.67164 0.226
H 3.26444 0.79775 0.57282 0.230
H -1.21906 -1.56182 -0.33530 0.173
H -2.97367 -1.67354 -0.04740 0.200
H -2.58646 -0.35290 -0.96875 0.184
H 2.16106 0.86897 -1.35412 0.226
H 0.19700 1.40742 -2.52339 0.428
H -0.79050 0.88366 -1.22721 0.419
H 0.26586 -0.07070 0.76722 0.465
H -2.68085 0.55086 1.12255 0.383
H -1.82551 -0.62064 1.83534 0.370
```

gap between HOMO and LUMO = 0.3731 hartree
total energy = -7768.9539 eV
net charge = +1

No. 9
Computed, not measured: 2 unconnected molecules or ions with the total composition C3H12N3O, with ωB97M-V/def2-TZVPD.

```
19
Properties=species:S:1:pos:R:3:lowdin_spin:R:1
C -1.58162 -0.97651 -0.30712 0.028
C 0.53269 -0.57683 -1.48926 0.465
N 1.31453 -0.28044 -0.39503 0.144
N -0.74119 -1.11012 -1.46795 0.129
N 1.07290 -0.34667 -2.76268 0.108
H 0.96447 -0.55833 0.49955 0.010
H 2.32394 -0.23567 -0.35270 0.038
H -1.14043 -1.50208 -2.27752 0.019
H 0.44253 -0.21143 -3.53800 0.017
H 1.83372 0.29809 -2.91246 0.023
H -2.46935 -1.61464 -0.41579 0.001
H -2.05150 0.00769 -0.18149 0.007
H -1.11325 -1.41208 0.57669 0.003
C -0.15970 1.37645 2.77641 0.001
O 0.37251 1.19396 1.47602 0.005
H 1.10368 1.78095 1.26380 0.001
H -0.82873 0.53834 2.93774 0.000
H 0.66682 1.27377 3.50222 0.000
H -0.54200 2.35552 3.06757 0.000
```

2S+1 = 2
gap between HOMO and LUMO (alpha / beta) = 0.1539 / 0.3443 hartree
total energy = -9820.0531 eV
net charge = 0

No. 10
Computed, not measured: 2 unconnected molecules or ions with the total composition C3H12N3O, with ωB97M-V/def2-TZVPD.

```
19
Properties=species:S:1:pos:R:3:nbo_charge:R:1
N 1.85103 0.18496 1.42043 -0.833
C 2.03368 0.58627 0.10780 0.797
N 2.90746 1.61363 -0.07383 -0.809
O 1.41667 0.08220 -0.83422 -0.714
H 2.67821 0.35588 1.97259 0.398
H 1.63035 -0.80928 1.43885 0.398
H 2.86147 2.07145 -0.97337 0.414
H 2.96273 2.27533 0.68465 0.398
C -1.62132 0.10228 0.73466 -0.417
N -1.33985 -0.22967 -0.69223 -0.516
C -1.96620 -1.51395 -1.14247 -0.415
H -1.09038 1.01814 0.95726 0.239
H -2.70013 0.17453 0.85367 0.229
H -1.30783 -0.72114 1.37033 0.228
H -0.30044 -0.29737 -0.83837 0.482
H -1.69167 0.51967 -1.28196 0.425
H -1.58470 -2.31181 -0.51417 0.228
H -1.69765 -1.67706 -2.17845 0.240
H -3.04143 -1.42406 -1.01116 0.227
```

gap between HOMO and LUMO = 0.4179 hartree
total energy = -9818.5031 eV
net charge = +1

No. 11
Computed, not measured: 2 unconnected molecules or ions with the total composition C3H12N3O, with ωB97M-V/def2-TZVPD.

```
19
Properties=species:S:1:pos:R:3:nbo_charge:R:1
C -0.50447 0.09644 2.57705 -0.646
C -1.12856 -0.38176 1.26378 -0.246
N -0.21602 -0.32892 0.11779 -0.540
C 0.04922 0.78320 -0.51976 0.677
N 0.77712 0.77157 -1.67127 -0.794
N -0.38378 1.96708 -0.10919 -0.762
H 0.29630 0.82227 2.44750 0.216
H -0.09743 -0.73401 3.15776 0.239
H -1.29724 0.50824 3.19446 0.238
H -1.50928 -1.39819 1.34438 0.240
H -2.02377 0.18512 1.00851 0.212
H 0.32095 -1.15502 -0.11906 0.450
H 1.01635 -0.15301 -2.01498 0.425
H 1.59114 1.37129 -1.72387 0.416
H -0.49213 2.75612 -0.72507 0.439
H -0.82404 1.99878 0.79727 0.418
H 1.83534 -2.73850 -1.15634 0.496
H 0.94055 -2.83068 -2.41903 0.507
O 1.10476 -2.31764 -1.61981 -0.985
```

gap between HOMO and LUMO = 0.4358 hartree
total energy = -9818.5601 eV
net charge = +1

No. 12
Computed, not measured: 2 unconnected molecules or ions with the total composition C3H12N3O, with ωB97M-V/def2-TZVPD.

```
19
Properties=species:S:1:pos:R:3:nbo_charge:R:1
C -0.31760 1.00542 -2.08345 -0.653
C 0.48566 1.91536 0.13703 -0.132
C -0.33020 0.92556 -0.58315 0.333
N 0.57379 -3.03047 0.52142 -1.129
N -0.84072 -0.15011 -0.02230 -0.220
N -1.19824 -0.29223 1.29037 -0.575
O 1.03160 1.31503 1.25010 -0.714
H -0.83473 1.92131 -2.30863 0.261
H 0.67235 1.01712 -2.44286 0.253
H -0.85940 0.10889 -2.58317 0.241
H -0.04941 2.92460 0.55157 0.217
H 1.23177 2.29711 -0.45932 0.218
H 1.23838 -3.58269 -0.06664 0.385
H -0.17006 -3.67994 0.76199 0.371
H -1.07334 -1.02040 -0.61593 0.464
H -1.05028 0.46328 1.81458 0.393
H 1.16149 -2.78392 1.40159 0.381
H -1.21172 -1.21807 1.68182 0.415
H 1.54063 1.86414 1.75499 0.493
```

gap between HOMO and LUMO = 0.3650 hartree
total energy = -9814.8404 eV
net charge = +1